Entry 1:
2 unconnected molecules or ions with the total composition C9H17BrNO5, computed with ωB97M-V/def2-TZVPD.

Calculated values
gap between HOMO and LUMO: 6.8 eV
energy: -3358.076836 Ha
highest occupied orbital energy: -4.23 eV
LUMO: 0.096 hartree

```
! RIJCOSX wB97M-V def2-TZVPD def2/J DEFGRID3
* xyz -1 1
Br -2.72 -0.08 -2.47
O -4.52 3.02 -3.42
O 2.27 -3.34 0.53
O 2.06 1.02 1.76
O -5.14 4.35 -1.67
O -2.64 1.55 -0.20
N 1.19 -0.61 -0.58
C -3.41 1.21 -1.14
C 0.82 -1.98 -0.96
C 0.93 -3.06 0.13
C 2.76 -2.49 1.55
C 3.26 1.51 1.18
C -4.89 1.84 -1.18
C 0.32 -0.02 0.43
C -4.88 3.17 -2.08
C 0.90 1.28 0.97
H 0.56 -3.99 -0.31
H -5.30 1.98 -0.13
H 4.07 1.37 1.90
H 1.10 1.99 0.16
H 0.18 -0.70 1.28
H 3.17 2.58 0.95
H -0.21 -1.97 -1.35
H 3.28 -1.63 1.12
H -5.55 1.08 -1.72
H 1.98 -2.16 2.24
H 3.51 -3.05 2.13
H 3.50 0.95 0.27
H -0.66 0.18 -0.01
H 0.29 -2.86 0.99
H 1.47 -2.26 -1.79
H 2.14 -0.63 -0.23
H 0.17 1.74 1.64
*
```

Table of natural (NBO) atomic charges, one value per atom, all in e:
1. Br -0.05
2. O -0.82
3. O -0.55
4. O -0.56
5. O -0.71
6. O -0.56
7. N -0.62
8. C 0.54
9. C -0.25
10. C -0.08
11. C -0.24
12. C -0.24
13. C -0.60
14. C -0.26
15. C 0.73
16. C -0.07
17. H 0.18
18. H 0.24
19. H 0.18
20. H 0.18
21. H 0.16
22. H 0.17
23. H 0.21
24. H 0.16
25. H 0.24
26. H 0.18
27. H 0.18
28. H 0.16
29. H 0.23
30. H 0.16
31. H 0.20
32. H 0.34
33. H 0.19

Entry 2:
C9H17Cl2N4O7P in the gas phase, computed with ωB97M-V/def2-TZVPD.

Calculated values
structure (SMILES): CONC(=O)NP(NC(=O)OC(CCl)CCl)NC(=O)O[C@@H](C)O
gap between HOMO and LUMO: 6.2 eV
energy: -2360.455865 Ha
highest occupied orbital energy: -6.72 eV
LUMO: -0.017 hartree

```
! RIJCOSX wB97M-V def2-TZVPD def2/J DEFGRID3
* xyz 0 1
Cl -1.47 2.88 5.57
Cl -4.49 2.31 4.64
P 0.18 -1.48 0.16
O 1.19 1.85 -1.42
O 1.99 3.65 -2.45
O 1.23 -4.68 -1.60
O -2.05 -0.33 3.12
O 0.86 -0.17 -2.45
O -0.59 0.82 1.76
O 3.40 -3.03 -2.65
N 2.23 -2.65 -1.95
N 1.11 -0.06 -0.25
N 0.30 -3.04 -0.59
N -0.81 -1.38 1.58
C -1.14 -0.22 2.15
C 1.18 2.52 -2.67
C -2.45 0.91 3.70
C 1.07 0.52 -1.47
C -0.23 2.95 -3.02
C 3.21 -2.86 -4.04
C -1.51 1.17 4.90
C 1.29 -3.48 -1.42
C -3.90 0.72 4.10
H 2.35 -3.46 -4.40
H 2.00 -1.67 -1.90
H 1.04 0.64 0.46
H 4.13 -3.21 -4.50
H -3.99 -0.05 4.88
H -2.40 1.78 3.03
H -0.50 0.92 4.63
H -0.56 3.73 -2.27
H -0.88 2.08 -2.92
H -0.29 -3.75 -0.22
H 1.58 1.90 -3.47
H -1.83 0.49 5.70
H -4.49 0.41 3.25
H -0.32 3.34 -4.04
H 1.90 3.96 -1.52
H 3.02 -1.81 -4.29
H -1.37 -2.19 1.88
*
```

Table of natural (NBO) atomic charges, one value per atom, all in e:
1. Cl -0.06
2. Cl -0.03
3. P 1.09
4. O -0.51
5. O -0.72
6. O -0.65
7. O -0.51
8. O -0.66
9. O -0.70
10. O -0.33
11. N -0.36
12. N -0.86
13. N -0.86
14. N -0.85
15. C 0.87
16. C 0.37
17. C 0.04
18. C 0.89
19. C -0.65
20. C -0.25
21. C -0.37
22. C 0.74
23. C -0.38
24. H 0.19
25. H 0.39
26. H 0.46
27. H 0.20
28. H 0.22
29. H 0.23
30. H 0.23
31. H 0.22
32. H 0.22
33. H 0.45
34. H 0.19
35. H 0.21
36. H 0.23
37. H 0.23
38. H 0.48
39. H 0.17
40. H 0.44

What is the formula in the second record? C9H17Cl2N4O7P